Molecular formula: C28H63N7O28
Method: DFT, the ωB97M-V functional and the def2-TZVPD basis

Summary:
* HOMO-LUMO gap: 1.944 eV
* energy above the lowest of the compared OMol25 structures with the same formula, charge and spin: 33.5 kcal/mol
* total energy: -97806.91202 eV
* LUMO: -3.39 eV

Each line ends with the Löwdin charge.
CARTESIAN COORDINATES (ANGSTROEM)
O -2.461 0.641 -5.326  0.107
O -0.183 -0.606 0.398  0.079
O -4.468 0.269 -4.464  -0.029
O -0.140 4.734 5.392  -0.022
O 5.256 2.170 -0.451  0.072
O 2.358 -3.894 0.276  0.190
O -4.898 3.901 1.901  0.108
O -5.361 -0.186 0.549  0.148
O 2.045 1.072 3.016  0.003
O -2.721 -1.114 4.046  0.057
O -1.612 3.224 5.411  -0.061
O -1.021 4.161 3.457  0.085
O 3.463 -0.385 3.876  0.089
O 4.589 6.995 4.269  0.115
O 4.666 -1.111 -3.147  -0.023
O -3.013 2.728 2.217  -0.029
O 3.467 3.389 -0.672  0.005
O 3.125 -0.139 1.612  -0.070
O 4.151 -1.669 -1.148  0.103
O 1.849 -2.443 -4.261  0.146
O 3.625 0.305 -1.891  -0.041
O 0.167 3.269 -2.694  0.083
O -1.503 -2.908 -3.594  0.177
O -4.767 2.147 3.236  0.002
O 5.057 4.158 0.517  -0.038
O -0.175 2.472 -4.674  -0.048
O -2.956 1.330 -3.347  -0.054
O 1.681 3.466 -4.253  0.011
N -5.367 0.953 -1.575  0.131
N 3.681 5.366 2.797  0.124
N -3.117 0.962 5.156  0.104
N 1.248 1.232 -0.013  0.125
N 1.810 -5.568 1.943  0.127
N -1.389 -5.208 -2.844  0.079
N 2.081 -2.718 -6.645  0.107
C 2.901 0.236 2.825  -0.827
C 0.422 0.011 -0.464  -0.312
C 1.957 -4.186 1.384  -0.354
C -3.265 0.490 -0.216  0.008
C -3.878 0.303 6.306  0.019
C 2.774 4.238 3.352  0.056
C -2.225 -0.009 4.345  -0.297
C -0.919 4.024 4.774  -0.895
C -6.491 -0.031 -2.027  0.024
C 4.141 -0.816 -2.095  -0.964
C 0.590 3.050 -3.915  -0.967
C 1.504 -4.119 -6.599  0.014
C 1.486 -3.115 2.369  0.030
C -4.215 2.885 2.469  -0.868
C -3.284 -3.635 -2.108  0.043
C 2.114 -6.624 0.849  0.036
C 4.632 5.832 3.862  -0.369
C -2.040 -3.797 -2.933  -0.319
C -3.332 0.699 -4.355  -0.926
C 5.806 4.954 4.156  0.024
C 0.391 2.385 0.368  0.028
C 0.370 -0.218 -1.965  0.029
C 1.680 -1.935 -5.336  -0.327
C -0.187 -5.308 -1.884  0.054
C 4.579 3.310 -0.199  -0.911
C 0.763 -0.759 -5.522  0.043
C -4.728 0.454 -0.249  -0.368
C -0.933 0.584 3.829  0.019
H 3.323 3.299 3.426  0.091
H -2.876 1.447 -0.562  0.105
H 0.830 -5.588 2.188  0.171
H 3.068 -6.562 0.325  0.118
H -2.859 -0.325 -0.816  0.086
H 6.687 5.587 4.268  0.099
H -6.740 0.300 -3.035  0.089
H -2.971 0.308 0.818  0.092
H -2.045 -5.890 -2.491  0.155
H 3.090 -2.734 -6.586  0.180
H 1.038 3.193 0.708  0.096
H 1.779 0.856 0.759  0.088
H -4.828 1.170 -2.401  0.101
H 1.199 0.176 -2.552  0.089
H -0.036 -6.346 -1.587  0.091
H -0.409 0.479 -2.274  0.087
H 1.964 4.077 2.642  0.088
H -0.513 -4.712 -1.032  0.106
H 0.597 -4.807 -2.451  0.114
H -4.430 1.041 6.887  0.096
H 3.115 6.169 2.565  0.177
H 3.940 -1.022 -0.472  0.078
H 2.345 4.564 4.300  0.095
H -0.101 -1.044 -6.122  0.099
H -0.644 2.785 -2.869  0.068
H 1.939 1.564 -0.670  0.126
H -3.694 1.359 4.428  0.091
H -5.742 3.666 2.294  0.095
H -6.141 -1.062 -2.090  0.087
H 0.280 -0.415 -4.608  0.076
H -4.172 -4.107 -2.529  0.112
H 4.615 1.578 -0.851  0.041
H 4.203 4.965 2.031  0.094
H -1.872 1.178 -4.791  0.050
H 1.784 -2.210 -7.466  0.170
H -1.155 1.298 3.036  0.074
H -1.365 -5.665 -3.744  0.175
H 1.645 -2.111 1.973  0.078
H -3.123 -4.037 -1.107  0.099
H -1.688 3.555 3.128  0.029
H -0.244 2.241 1.242  0.076
H -2.479 1.702 5.415  0.076
H 5.915 4.349 3.256  0.089
H -4.514 -0.473 5.881  0.086
H 0.217 -1.251 -2.279  0.061
H 2.002 -4.562 -7.462  0.102
H 0.425 -4.080 -6.745  0.103
H 5.667 4.343 5.048  0.099
H 1.339 -6.649 0.083  0.061
H 1.262 0.040 -6.071  0.122
H 2.296 -5.743 2.811  0.187
H -0.295 -0.196 3.414  0.072
H -0.433 1.135 4.626  0.097
H 1.778 -4.643 -5.683  0.094
H 1.967 -7.631 1.240  0.100
H 1.888 -3.052 3.380  0.103
H 2.828 -0.041 4.508  0.097
H -0.197 2.553 -0.534  0.084
H -7.335 0.088 -1.347  0.091
H -3.233 -0.166 7.049  0.089
H -5.714 1.853 -1.275  0.174
H 0.444 -3.142 2.686  0.097
H -3.400 -2.556 -2.003  0.100